(1)
Formula: C21H21CdN4O5SSi
Source: the OMol25 dataset
Level of theory: ωB97M-V with the def2-TZVPD basis set

XYZ file:
```
54
Properties=species:S:1:pos:R:3
Cd -0.099 -0.726 0.532
S -2.245 -1.359 3.466
Si -1.009 -2.576 -0.887
O 5.529 0.884 2.936
O 2.987 0.210 4.402
O 1.962 0.086 -0.147
O 4.758 1.194 0.100
O 1.138 -0.769 2.398
N -0.930 1.113 2.223
N -0.799 1.428 -0.430
N -0.140 -0.761 5.021
N -0.701 0.826 3.528
C 0.569 -1.464 -2.997
C -0.823 2.510 0.346
C 4.449 0.633 2.457
C -1.470 -1.255 -4.866
C -0.144 -4.239 -0.792
C -0.061 3.349 2.698
C -0.707 -1.939 -2.654
C 2.699 0.182 0.883
C -0.197 -0.804 -5.185
C -1.717 -1.813 -3.613
C -1.130 3.914 -1.561
C -0.995 3.777 -0.186
C -0.912 1.558 -1.748
C -0.625 2.280 1.812
C -0.983 -0.438 4.010
C 3.203 0.193 3.193
C 4.070 0.724 0.981
C -2.854 -2.922 -0.774
C 2.272 -0.226 2.166
C 0.825 -0.909 -4.245
C -1.077 2.791 -2.363
H 0.048 1.316 3.995
H 0.936 -4.125 -0.921
H -0.301 -1.688 5.381
H -1.149 2.855 -3.440
H -0.002 -0.363 -6.157
H -3.440 -2.003 -0.870
H -2.722 -2.151 -3.379
H -1.262 4.897 -1.997
H -2.274 -1.170 -5.590
H 1.817 -0.536 -4.474
H 0.850 2.994 3.188
H -3.084 -3.353 0.206
H -0.519 -4.882 -1.596
H -0.860 0.641 -2.326
H -1.031 4.647 0.457
H 1.365 -1.475 -2.258
H -0.315 -4.737 0.167
H 0.214 4.238 2.137
H -3.181 -3.628 -1.547
H -0.776 3.623 3.479
H 0.844 -0.552 4.840
```

Properties
- E (a.u.) = -2263.608460
- total charge = -1
- HOMO level (eV) = -4.20
- gap between HOMO and LUMO (eV) = 6.25

(2)
Formula: C21H21ClN2O3S
Source: the OMol25 dataset
Level of theory: ωB97M-V with the def2-TZVPD basis set

XYZ file:
```
49
Properties=species:S:1:pos:R:3
Cl 1.362 -8.700 2.170
S 0.857 0.976 -0.900
O -2.131 0.572 1.567
O 1.634 2.277 -0.359
O 1.169 -3.295 -2.115
N 2.073 -2.357 -0.323
N -0.464 2.492 1.578
C 1.610 -4.807 -0.119
C 2.494 -0.089 -1.122
C 2.008 -6.073 1.830
C 1.252 -1.919 -2.342
C 0.774 -7.156 -0.048
C -1.336 4.331 -0.448
C 1.508 -3.509 -0.969
C 2.004 -4.967 1.409
C -4.103 4.932 -0.239
C -3.484 5.096 -1.522
C 0.895 -1.477 -3.603
C 1.149 -5.912 -0.717
C 1.836 -1.338 -1.206
C 0.408 0.325 0.891
C -1.967 3.968 0.748
C -2.141 4.830 -1.444
C 1.348 -7.287 1.241
C -1.513 3.424 2.071
C -0.609 1.125 1.432
C -3.412 4.309 0.675
C -0.662 4.418 2.913
H -2.057 2.866 2.439
H -1.242 5.178 3.242
H -0.353 4.015 -0.473
H 1.186 -0.615 -3.812
H 1.232 0.519 1.360
H -0.171 4.009 3.608
H 2.758 0.369 -1.936
H -0.186 -1.297 -3.712
H 0.169 5.142 2.135
H 2.404 -4.171 1.726
H -1.275 5.116 -2.302
H -5.209 5.174 -0.020
H 0.522 2.789 1.015
H 1.123 -2.118 -4.545
H 3.136 0.026 -0.153
H 2.394 -6.209 2.654
H -4.055 5.581 -2.362
H 0.042 -0.831 0.630
H 0.651 -5.818 -1.638
H -3.962 4.091 1.647
H 0.330 -8.005 -0.552
```

Properties
- E (a.u.) = -2005.851784
- HOMO level (eV) = -8.27
- gap between HOMO and LUMO (eV) = 8.04

(3)
Formula: C21H21ClN2O4Ru
Source: the OMol25 dataset
Level of theory: ωB97M-V with the def2-TZVPD basis set

XYZ file:
```
50
Properties=species:S:1:pos:R:3
Ru 0.177 1.166 0.337
Cl 0.952 -4.980 -0.388
O 3.865 -2.426 -2.827
O 3.228 -4.416 -2.081
O 3.156 0.039 -2.278
O 1.810 1.121 -0.873
N 0.371 -2.434 0.256
N 0.705 -1.143 -0.088
C 2.302 0.060 -1.423
C -1.268 1.248 -1.125
C -0.604 -2.710 1.166
C 1.841 2.986 1.543
C -0.819 1.894 -2.425
C -0.647 2.049 2.438
C 2.066 -2.594 -1.204
C 3.127 -3.224 -2.093
C -2.653 -3.302 2.948
C 0.680 3.647 1.155
C -2.005 1.808 -3.399
C -1.552 -4.163 2.844
C 1.764 1.845 2.358
C -1.709 -1.818 1.307
C 1.193 -3.325 -0.454
C -0.572 3.163 1.579
C -0.367 3.336 -2.245
C 0.531 1.392 2.834
C 1.712 -1.238 -0.918
C -0.541 -3.889 1.964
C -2.720 -2.127 2.169
H 0.735 4.545 0.553
H 0.486 0.570 3.536
H 0.329 -4.533 1.917
H -3.596 -1.498 2.230
H -2.850 2.393 -3.034
H -1.793 -0.960 0.643
H 3.656 -1.466 -2.716
H 0.008 1.310 -2.845
H -1.547 0.196 -1.263
H -3.458 -3.538 3.630
H 0.559 3.406 -1.671
H -1.710 2.211 -4.366
H -2.335 0.782 -3.551
H -0.175 3.787 -3.217
H -1.143 3.930 -1.755
H -1.493 -5.041 3.473
H -1.474 3.703 1.313
H -1.603 1.747 2.849
H -2.103 1.801 -0.673
H 2.805 3.345 1.208
H 2.675 1.345 2.661
```

Properties
- E (a.u.) = -1777.676210
- total charge = +2
- HOMO level (alpha / beta) (eV) = -15.46 / -15.70
- <S²> = 6.063
- gap between HOMO and LUMO (alpha / beta) (eV) = 8.08 / 4.89
- multiplicity = 5

(4)
Formula: C21H21ClSi
Source: the OMol25 dataset
Level of theory: ωB97M-V with the def2-TZVPD basis set

XYZ file:
```
44
Properties=species:S:1:pos:R:3
Cl 2.432 -0.723 -1.778
Si 0.919 0.579 -1.015
C -0.704 -0.273 -1.415
C -0.787 3.441 -2.483
C -1.741 -1.999 0.036
C -1.283 4.718 -0.030
C -0.183 3.865 -0.173
C -1.845 4.365 -2.352
C 2.522 -2.572 2.314
C -0.243 -2.788 -1.613
C 1.192 2.332 -1.640
C -2.064 5.095 -1.185
C 1.600 -2.773 3.335
C 2.423 -1.514 1.452
C -1.288 -4.345 -0.114
C 0.056 3.275 -1.391
C -0.475 -4.124 -1.175
C 0.539 -1.919 3.542
C 1.433 -0.594 1.688
C -0.873 -1.697 -1.006
C 1.274 0.575 0.843
C -1.931 -3.293 0.448
C 0.513 -0.858 2.672
H -1.314 0.425 -0.911
H -1.461 5.099 0.992
H 2.077 2.798 -1.129
H 1.461 2.198 -2.695
H -0.934 2.710 -3.236
H -2.604 4.403 -3.083
H -0.898 -0.201 -2.473
H -2.431 -3.495 1.406
H -0.147 -4.938 -1.741
H -2.388 -1.283 0.531
H 2.204 1.204 0.885
H 3.384 -3.271 2.130
H 0.455 3.506 0.633
H -0.205 -0.043 2.839
H -1.350 -5.322 0.328
H -0.266 -2.209 4.269
H 3.096 -1.255 0.666
H -2.878 5.853 -1.108
H 1.730 -3.651 3.937
H 0.425 -2.625 -2.473
H 0.558 1.325 1.272
```

Properties
- E (a.u.) = -1562.543099
- HOMO level (eV) = -8.53
- SMILES string = Cl[Si](Cc1ccccc1)(Cc1ccccc1)Cc1ccccc1
- gap between HOMO and LUMO (eV) = 9.21

(5)
Formula: C21H21IrN2O3S4
Source: the OMol25 dataset
Level of theory: ωB97M-V with the def2-TZVPD basis set

XYZ file:
```
52
Properties=species:S:1:pos:R:3
Ir -1.016 0.394 0.748
S 1.904 -3.302 0.002
S -3.225 -0.319 1.391
S -0.697 -1.862 0.090
S -0.510 -0.170 3.020
O -2.459 1.838 -0.644
O -0.639 2.279 1.614
O -0.770 0.898 -1.714
N 1.088 0.489 0.497
N 1.736 -0.719 0.299
C 1.008 -1.768 0.191
C 1.325 2.892 0.393
C 1.882 5.268 0.348
C -0.114 4.534 1.466
C -0.522 -2.916 -4.599
C 0.133 -4.103 -4.293
C 0.872 -1.750 -3.025
C 2.158 3.964 0.015
C -1.843 -1.289 5.101
C 1.697 1.538 0.023
C 0.163 3.174 1.157
C 0.718 5.550 1.077
C 1.535 -2.934 -2.714
C 2.602 -2.954 -1.658
C -0.151 -1.742 -3.962
C 2.852 1.347 -0.928
C -1.768 1.659 -1.662
C -1.918 -0.810 3.672
C -4.309 -1.566 3.539
C 1.151 -4.110 -3.353
C -3.085 -0.908 2.950
H -2.026 -2.365 5.156
H -4.142 -2.639 3.670
H -2.590 -0.788 5.721
H -0.158 -5.026 -4.781
H 3.323 -3.754 -1.827
H -2.051 2.206 -2.581
H 3.117 -1.998 -1.580
H -1.018 4.722 2.030
H 2.785 2.066 -1.741
H -1.328 -2.912 -5.323
H -5.159 -1.426 2.874
H -0.664 -0.813 -4.174
H 2.823 0.346 -1.342
H 3.067 3.759 -0.532
H 3.807 1.472 -0.413
H 2.554 6.063 0.052
H -4.551 -1.146 4.517
H 1.655 -5.037 -3.102
H -0.857 -1.083 5.513
H 1.133 -0.826 -2.524
H 0.482 6.575 1.343
```

Properties
- E (a.u.) = -2845.252057
- total charge = -1
- HOMO level (alpha / beta) (eV) = -4.19 / -4.31
- <S²> = 0.763
- gap between HOMO and LUMO (alpha / beta) (eV) = 6.81 / 5.91
- multiplicity = 2

(6)
Formula: C21H21IrN5O2
Source: the OMol25 dataset
Level of theory: ωB97M-V with the def2-TZVPD basis set

XYZ file:
```
50
Properties=species:S:1:pos:R:3
Ir 0.797 -0.628 -0.606
O -0.067 -3.320 0.536
O 2.895 0.337 1.390
N -2.122 -0.046 2.795
N -0.407 -0.087 1.434
N -0.014 1.993 -0.053
N -3.190 -0.706 -0.370
N 2.963 -2.133 -0.717
C -1.011 -0.379 -2.142
C 1.130 0.723 -2.291
C 0.287 4.424 -0.785
C 2.068 -0.003 0.647
C -1.401 1.100 3.057
C -4.518 -2.918 -0.659
C -0.267 0.763 -2.178
C -3.695 -1.728 -0.644
C 4.847 -3.507 -1.840
C -0.270 1.062 2.227
C 0.667 2.113 2.337
C 0.225 -2.302 0.044
C 0.517 3.060 3.349
C -0.405 -1.630 -2.176
C 1.635 -0.466 -2.863
C -1.660 2.120 3.950
C 0.135 3.044 -0.533
C 0.881 -1.631 -2.783
C -0.693 3.127 4.073
C 3.764 -2.774 -1.253
C -1.531 -0.686 1.770
H -0.835 3.967 4.751
H 2.651 -0.446 -3.259
H 5.188 -2.877 -2.676
H 4.407 -4.394 -2.306
H 1.297 -2.576 -3.116
H 1.369 3.739 3.551
H -5.522 -2.647 -0.330
H -2.068 -0.198 -1.966
H 0.721 4.803 0.140
H -4.598 -3.364 -1.639
H -0.678 4.888 -0.977
H -0.854 1.640 -1.922
H 1.731 1.626 -2.117
H -2.904 -0.393 3.323
H -2.573 2.111 4.534
H -4.077 -3.663 0.002
H -0.989 -2.542 -1.972
H 1.500 2.150 1.636
H -1.915 -1.601 1.368
H 0.953 4.588 -1.635
H 5.634 -3.734 -1.103
```

Properties
- E (a.u.) = -1339.462055
- total charge = +4
- HOMO level (alpha / beta) (eV) = -18.08 / -21.96
- <S²> = 8.772
- gap between HOMO and LUMO (alpha / beta) (eV) = 4.36 / 4.29
- multiplicity = 6

(7)
Formula: C21H21N3O2
Source: the OMol25 dataset
Level of theory: ωB97M-V with the def2-TZVPD basis set

XYZ file:
```
47
Properties=species:S:1:pos:R:3
O -0.352 1.242 -2.152
O 1.543 -2.960 5.303
N 0.547 -1.490 3.850
N -2.235 -0.140 -1.663
N 1.771 -0.834 5.941
C -1.612 0.263 -3.977
C 1.636 0.396 5.599
C 1.302 0.887 4.202
C 1.093 0.146 -0.479
C -1.435 0.442 -2.530
C -3.173 -1.019 -2.102
C -0.688 1.616 0.157
C 0.031 1.018 -0.826
C 0.727 -0.107 3.349
C -2.672 -0.467 -4.378
C 1.285 -1.787 5.021
C -0.371 0.407 -6.236
C 0.570 0.936 -5.214
C -0.221 -2.562 3.194
C 2.501 -1.143 1.125
C -0.852 1.164 -4.997
C 1.351 -0.320 0.856
C -0.419 1.286 1.531
C 0.562 0.261 1.925
C 1.405 2.358 3.963
C -3.443 -1.104 -3.494
H 1.223 1.750 -5.671
H 0.409 2.721 3.624
H 3.140 -0.904 1.960
H 3.183 -1.066 0.308
H -3.000 -0.579 -5.442
H 1.124 0.246 -4.584
H -1.491 2.323 -0.043
H 1.590 -0.225 -1.293
H -1.299 2.187 -5.171
H -0.499 -2.183 2.197
H 1.744 2.883 4.899
H 2.170 -2.248 1.264
H -0.537 1.030 -7.139
H 0.452 -3.478 3.070
H 1.956 1.121 6.281
H -4.454 -1.517 -3.774
H -1.061 1.689 2.379
H 2.055 2.745 3.124
H -1.132 -2.801 3.857
H -3.953 -1.536 -1.373
H -0.471 -0.648 -6.441
```

Properties
- E (a.u.) = -1127.445725
- HOMO level (eV) = -8.31
- SMILES string = Cc1cc(Oc2ncccc2C2CC2)ccc1-c1c(C)cnc(=O)n1C
- gap between HOMO and LUMO (eV) = 8.33

(8)
Formula: C21H21N3O5S
Source: the OMol25 dataset
Level of theory: ωB97M-V with the def2-TZVPD basis set

XYZ file:
```
51
Properties=species:S:1:pos:R:3
S 1.016 1.100 0.528
O -0.063 5.163 0.056
O -2.509 0.678 0.113
O -3.617 -5.792 4.024
O -5.097 -5.319 2.425
O 0.298 -0.046 -2.032
N 2.316 1.771 -1.745
N 1.313 3.511 -0.642
N -1.381 -0.203 1.895
C 1.898 -1.749 -2.734
C 1.568 -0.480 -2.283
C -4.002 -5.049 3.155
C 4.227 -1.161 -2.799
C -2.062 -1.393 2.152
C -0.776 -0.930 -2.242
C -3.207 -1.776 1.455
C -0.600 1.867 0.961
C 3.219 -2.088 -2.980
C -2.199 -3.395 3.478
C 0.116 3.991 -0.178
C -1.620 0.725 0.929
C 3.525 4.439 -0.103
C 2.598 0.465 -2.088
C -1.563 -2.215 3.166
C -3.840 -2.960 1.772
C -3.347 -3.779 2.785
C -0.963 2.939 -0.048
C 3.913 0.115 -2.367
C 1.578 2.168 -0.812
C 2.345 4.453 -1.064
H -0.857 -1.219 -3.295
H 4.682 0.857 -2.222
H -1.670 -0.385 -1.943
H -1.826 -4.038 4.260
H -0.511 2.279 1.971
H 3.452 -3.085 -3.322
H -5.482 -6.160 2.717
H 1.127 -2.487 -2.891
H -0.674 -1.919 3.704
H -0.559 -0.059 2.468
H 4.275 5.151 -0.434
H -3.592 -1.144 0.674
H -1.890 3.428 0.257
H 2.665 4.173 -2.070
H 1.876 5.438 -1.080
H -4.727 -3.257 1.235
H 3.975 3.449 -0.069
H 3.202 4.714 0.898
H -1.123 2.464 -1.020
H -0.681 -1.828 -1.622
H 5.254 -1.424 -2.998
```

Properties
- E (a.u.) = -1751.552338
- HOMO level (eV) = -8.27
- SMILES string = CCN1C(=O)C[C@@H](C(=O)Nc2ccc(C(=O)O)cc2)S/C1=N\c1ccccc1OC
- gap between HOMO and LUMO (eV) = 8.40

(9)
Formula: C21H21N3O6
Source: the OMol25 dataset
Level of theory: ωB97M-V with the def2-TZVPD basis set

XYZ file:
```
51
Properties=species:S:1:pos:R:3
O 0.305 0.689 1.686
O -6.406 -1.631 1.083
O 4.772 -3.522 -1.349
O -5.038 -3.085 -0.455
O 0.160 1.211 -1.840
O 5.763 -3.478 0.325
N 1.574 2.300 1.109
N 4.843 -3.257 -0.303
N -1.463 2.220 -0.509
C -0.157 2.045 -1.212
C 2.699 2.785 0.118
C 2.104 3.161 -1.184
C 0.643 3.455 1.442
C -3.207 -0.976 -0.886
C -3.547 1.611 0.228
C -2.154 -0.084 -1.030
C 3.264 -0.321 1.577
C 4.015 -1.540 1.390
C 2.083 -0.749 -0.648
C -2.386 1.428 -0.440
C 1.256 1.138 0.894
C 0.755 3.597 -1.214
C 4.001 -2.167 0.114
C 2.992 -1.635 -0.909
C -5.377 -1.805 0.315
C -4.380 0.371 0.441
C -5.982 -3.919 0.004
C -4.288 -0.696 -0.127
C 0.559 4.185 0.321
C 2.252 -0.269 0.706
H 3.288 0.053 2.583
H 0.487 3.974 -1.957
H -0.648 4.790 0.492
H -3.019 -1.934 -1.270
H 3.503 1.749 -0.023
H 1.181 3.740 2.194
H 2.160 2.294 -2.114
H -3.560 2.480 0.644
H 1.101 5.040 0.184
H -5.247 0.850 1.200
H 2.885 -2.381 -1.830
H -6.850 -3.618 -0.478
H 4.866 -1.810 2.225
H 2.585 4.056 -1.527
H -5.979 -4.026 0.961
H 1.380 -0.368 -1.192
H -1.605 3.196 -0.253
H -0.256 2.920 1.658
H 3.376 3.442 0.536
H -1.468 -0.196 -1.585
H -5.619 -4.836 -0.627
```

Properties
- E (a.u.) = -1427.746052
- HOMO level (eV) = -8.32
- gap between HOMO and LUMO (eV) = 8.15

Question: Which of these has the lowest E?
Answer: C21H21IrN2O3S4